No. 1
C4H10N4 | ωB97M-V/def2-TZVPD

HOMO (eV): -7.99
LUMO energy (eV): 0.34
Relative energy (zero: lowest compared OMol25 entry of this formula, charge and spin) (kcal/mol): 116.51

Cartesian coordinates (Å):
1 C 1.640 -1.202 -0.651
2 C 0.572 0.734 0.059
3 C -0.749 1.011 -0.236
4 C -1.976 0.125 -0.156
5 H 2.624 -1.915 -0.477
6 H 2.277 -0.472 -1.414
7 H 0.890 -1.741 -1.168
8 H 1.688 -0.554 1.396
9 H 2.521 1.462 0.036
10 H 1.088 2.713 0.851
11 H -0.918 1.994 -0.621
12 H -2.476 -1.607 1.208
13 H -0.845 -1.295 0.666
14 H -3.895 0.061 0.038
15 N 1.111 -0.576 0.530
16 N 1.320 1.781 0.057
17 N -1.785 -1.207 0.213
18 N -3.087 0.688 -0.331


No. 2
C4H10N4 | ωB97M-V/def2-TZVPD

HOMO (eV): -8.38
LUMO energy (eV): -0.50
Relative energy (zero: lowest compared OMol25 entry of this formula, charge and spin) (kcal/mol): 249.21

Cartesian coordinates (Å):
1 C 0.846 1.755 -0.458
2 C 0.633 0.252 -0.134
3 C -0.494 -1.711 0.473
4 C -0.412 -0.654 -0.609
5 H 0.028 3.129 0.914
6 H -1.181 1.082 0.481
7 H 1.789 2.407 0.001
8 H 0.551 2.152 -1.503
9 H 0.972 -2.177 1.890
10 H -1.074 -1.248 1.374
11 H -0.775 -2.776 0.280
12 H -0.058 -1.209 -1.552
13 H -2.505 -0.898 -0.281
14 H -2.042 -0.437 -2.470
15 N -0.555 2.370 0.083
16 N 1.449 -0.312 0.784
17 N 0.968 -1.682 0.863
18 N -1.739 -0.074 -0.984


No. 3
C4H10N4 | ωB97M-V/def2-TZVPD

SMILES string: [H]/N=C(/C=C/C)N(N)N
HOMO (spin up / spin down) (eV): -7.29 / -7.29
LUMO energy (spin up / spin down) (eV): 0.45 / 0.45
Relative energy (zero: lowest compared OMol25 entry of this formula, charge and spin) (kcal/mol): 114.68

Cartesian coordinates (Å):
1 C 2.439 0.502 -0.363
2 N -0.923 -0.617 -0.004
3 C -1.130 0.806 0.354
4 N -0.905 -0.982 -1.351
5 N -1.171 -1.705 0.836
6 C 0.197 1.350 0.438
7 C 1.146 0.330 0.374
8 N -2.261 1.317 0.693
9 H -0.858 -0.138 -1.921
10 H -0.042 -1.501 -1.507
11 H -2.012 -2.177 0.506
12 H -1.348 -1.364 1.779
13 H -3.009 0.650 0.489
14 H 0.385 2.401 0.269
15 H 1.180 -0.486 1.096
16 H 3.296 0.309 0.287
17 H 2.541 1.509 -0.775
18 H 2.476 -0.206 -1.200


| no. | energy (eV) |
| --- | --- |
| 1 | -10265.79844 |
| 2 | -10260.04411 |
| 3 | -10265.87772 |